[1]
88
Properties=species:S:1:pos:R:3:forces:R:3 method="wB97M-V/def2-TZVPD" total_charge=+2 e_above_lowest_kj_mol=138.63 orbital_gap_ev=7.1
Zr 0.3907 0.3037 0.1171 0.0 0.1 -0.5
N 2.2350 -1.2559 0.8156 -0.6 -0.3 -0.3
C 1.5625 -2.5768 0.7127 -0.1 -0.1 0.2
C 0.2717 -2.5453 1.5110 0.4 -0.1 -0.1
N -0.6971 -1.5417 0.9789 -0.1 -0.5 0.1
C -1.4971 -2.1734 -0.1039 -0.3 0.0 -0.2
C -2.3880 -1.1505 -0.8034 0.2 -0.3 0.2
N -1.6947 0.1611 -0.8984 -0.3 0.0 0.0
C -1.5586 -1.0011 2.0713 -0.1 0.2 0.2
C -1.0861 0.4037 2.4806 -0.3 -0.4 0.1
N 0.3920 0.4775 2.3976 -0.2 1.1 0.3
H 3.0561 -1.2790 0.2157 0.0 0.2 -0.1
H 2.5918 -1.1379 1.7591 0.1 0.2 0.0
H 2.1914 -3.3934 1.0737 0.0 0.1 0.1
H 1.3565 -2.7531 -0.3393 0.0 -0.1 0.0
H 0.5041 -2.2994 2.5478 -0.1 0.0 0.0
H -0.1710 -3.5447 1.5078 -0.1 0.1 0.1
H -2.1122 -2.9806 0.3049 0.0 0.0 0.0
H -0.8064 -2.6022 -0.8283 0.1 -0.1 0.1
H -3.3148 -1.0072 -0.2529 0.0 0.1 -0.1
H -2.6504 -1.5374 -1.7865 0.0 0.1 0.0
H -2.3522 0.8840 -0.5516 0.1 -0.2 -0.1
H -1.5115 0.3782 -1.8743 0.0 0.1 0.0
H -1.5364 -1.6744 2.9291 0.0 -0.1 -0.1
H -2.5935 -0.9189 1.7435 0.0 -0.1 0.0
H -1.4633 0.6264 3.4784 0.0 0.2 0.0
H -1.4983 1.1629 1.8042 0.0 0.0 0.1
H 0.8052 0.0002 3.1893 0.3 -0.1 -0.1
H 0.6698 1.4863 2.4531 0.0 -0.2 0.2
S 0.8359 -0.8643 -2.0789 -0.2 0.3 0.0
C 2.3886 -0.4349 -2.8053 0.3 0.0 0.2
C 2.7128 -1.0274 -4.0250 -0.1 0.0 0.0
C 3.8655 -0.6582 -4.6938 0.0 0.0 0.0
C 4.7026 0.3123 -4.1572 0.0 0.0 0.0
C 4.3939 0.8825 -2.9362 0.0 0.1 0.1
C 3.2519 0.4984 -2.2334 -0.1 -0.1 0.0
As 2.7653 1.4322 -0.5879 1.7 0.5 -1.1
C 3.0057 3.2035 -1.3548 -0.2 0.1 0.3
C 2.1689 3.5519 -2.4115 0.0 -0.1 0.1
C 2.3182 4.7796 -3.0315 0.0 0.0 0.0
C 3.3174 5.6490 -2.6129 0.0 0.1 0.0
C 4.1532 5.2992 -1.5640 0.0 0.1 0.0
C 3.9963 4.0761 -0.9270 0.0 -0.2 0.2
C 4.3628 1.1829 0.5205 -0.4 -0.1 0.3
C 4.3024 1.6728 1.8258 -0.1 0.1 -0.1
C 5.3741 1.5200 2.6915 0.0 0.0 0.0
C 6.5142 0.8507 2.2687 0.0 0.1 0.0
C 6.5704 0.3371 0.9813 0.0 -0.1 0.1
C 5.5001 0.4935 0.1113 -0.1 0.0 -0.2
H 2.0394 -1.7598 -4.4506 0.0 0.0 0.0
H 4.1042 -1.1149 -5.6449 0.0 0.0 0.0
H 5.5824 0.6350 -4.6968 0.0 0.0 0.0
H 5.0324 1.6581 -2.5292 0.0 0.0 0.0
H 1.4044 2.8626 -2.7474 0.0 0.0 0.0
H 1.6553 5.0608 -3.8388 0.0 0.0 0.0
H 3.4398 6.6036 -3.1081 0.0 0.0 0.0
H 4.9290 5.9808 -1.2397 0.0 0.0 0.0
H 4.6436 3.7986 -0.1025 0.0 0.1 0.0
H 3.4176 2.2000 2.1579 -0.1 0.1 0.0
H 5.3134 1.9158 3.6971 0.0 0.0 0.0
H 7.3586 0.7393 2.9353 0.0 0.0 0.0
H 7.4510 -0.1984 0.6522 0.0 0.0 0.0
H 5.5656 0.0829 -0.8876 0.0 0.0 0.0
S -4.2212 1.2238 0.8019 0.4 0.0 0.3
C -5.7258 1.8096 0.3561 -0.3 0.0 -0.1
N -6.7745 1.9276 1.1729 -0.2 0.1 -0.1
C -7.9591 2.4800 0.5170 0.0 0.0 0.1
C -7.4640 2.7050 -0.9257 0.0 0.0 -0.1
N -6.0855 2.2190 -0.8653 -0.2 0.1 0.0
H -6.7506 1.6655 2.1411 0.2 -0.1 0.0
H -8.2653 3.4098 0.9952 0.0 0.0 0.0
H -8.7937 1.7818 0.5660 0.0 0.0 0.0
H -7.4903 3.7569 -1.2081 0.0 0.0 0.0
H -8.0409 2.1345 -1.6523 0.0 0.0 0.0
H -5.4411 2.3063 -1.6284 0.1 -0.1 0.1
C 1.2406 7.3761 0.4747 -0.1 0.0 0.0
C 1.1509 5.9938 1.0248 0.0 -0.2 0.2
C 1.6104 5.6661 2.3056 0.0 0.0 -0.1
C 1.5819 4.3406 2.6534 0.0 -0.3 0.0
N 1.0852 3.3823 1.8518 -0.3 -0.2 -0.1
C 0.5448 3.8072 0.6983 0.5 0.5 0.7
S -0.4131 2.6994 -0.2635 0.1 -0.7 0.0
N 0.5979 5.0562 0.2593 -0.2 0.0 -0.4
H 0.5606 8.0335 1.0211 0.0 0.0 0.0
H 0.9628 7.3663 -0.5749 0.0 0.0 0.0
H 2.2480 7.7761 0.5893 0.0 0.0 0.0
H 1.9925 6.4139 2.9856 0.0 0.0 0.0
H 1.9640 4.0018 3.6111 0.0 0.0 0.0

---

[2]
15
Properties=species:S:1:pos:R:3:forces:R:3 method="wB97M-V/def2-TZVPD" total_charge=0 e_above_lowest_kj_mol=229.36 orbital_gap_ev=9.7
C -0.2969 -0.0744 0.0294 3.5 -0.7 -0.3
C 1.9529 -0.8369 0.1170 -2.2 -1.6 -1.2
H -0.9323 2.8960 -0.7316 0.1 -0.4 0.8
H -1.0796 2.5445 0.9525 -0.1 0.5 -0.3
H 1.0540 1.4881 -0.0201 -1.1 -0.4 -0.1
H -2.0981 0.2369 -0.4118 -1.1 0.4 -0.1
H -1.0518 -2.1310 -0.2453 -0.4 0.3 0.2
H 2.5624 -1.7062 0.2597 0.0 -0.8 0.3
H 3.5357 0.2011 -0.0332 -1.4 0.1 0.1
N -1.0132 2.1861 0.0082 0.1 -0.1 -0.3
N 0.0316 1.2512 -0.0574 0.3 -0.4 0.0
N -1.5904 -0.3888 0.1804 -0.5 0.6 -0.1
N 0.5843 -1.0968 -0.0396 -0.4 1.3 1.2
N 2.4895 0.2660 -0.0927 2.6 2.5 0.0
O -1.9298 -1.6982 -0.0800 0.4 -1.0 -0.2

---

no.,maximum force (Eh/bohr),calculated total energy (Eh),HOMO energy (eV)
1,0.0402,-5160.3371,-12.89
2,0.0700,-429.3361,-8.88